Record 1
# C2H5ClNS

An isolated ion of composition C2H5ClNS and charge +1 (ωB97M-V/def2-TZVPD, OMol25).

As for the charge: +1. The calculation puts the molar mass at 110.6 g/mol. As for the SMILES: [NH3+]CC(=S)Cl. The value obtained for the energy above the lowest of the compared OMol25 structures with the same formula, charge and spin is 24.5 kJ/mol. The frontier orbital gap comes out at 8.5 eV. For the largest force on an atom, the calculation gives 5.37 eV Å⁻¹.

Element x y z (Å)
N (-1.06, -0.16, 0.43)
C (-0.03, -0.04, -0.63)
C (1.28, 0.40, -0.07)
S (2.26, 1.52, -0.72)
Cl (1.74, -0.72, 1.20)
H (-0.93, -1.10, 1.01)
H (-2.02, -0.22, 0.10)
H (-0.94, 0.44, 1.26)
H (0.22, -0.86, -1.19)
H (-0.50, 0.75, -1.38)

Atomic partial charges in e from the natural (NBO) method, atoms 1 to 6: N -0.695; C -0.318; C -0.258; S 0.303; Cl 0.049; H 0.464

***

Record 2
# C2H5ClOS

A 2-piece molecular cluster, C2H5ClOS overall (ωB97M-V/def2-TZVPD, OMol25).

The calculation puts the molar mass at 112.6 g/mol. As for the SMILES: O=CCCl.S. The value obtained for the energy above the lowest of the compared OMol25 structures with the same formula, charge and spin is 63.2 kJ/mol. The frontier orbital gap comes out at 9.9 eV. For the largest force on an atom, the calculation gives 1.53 eV Å⁻¹.

Element x y z (Å)
O (-0.53, 0.27, 0.30)
C (0.19, -0.57, -0.18)
C (0.51, -1.85, 0.57)
Cl (1.59, -2.91, -0.36)
H (0.65, -0.45, -1.18)
H (-0.42, -2.39, 0.78)
H (0.99, -1.60, 1.52)
S (-0.88, 2.59, -0.68)
H (-0.41, 3.80, -1.03)
H (-1.68, 3.11, 0.27)

Atomic partial charges in e from the natural (NBO) method, atoms 1 to 6: O -0.503; C 0.433; C -0.492; Cl -0.050; H 0.126; H 0.245